# C17H23Cl34N2O

A cluster of 12 separate species, C17H23Cl34N2O in total at a distorted geometry (ωB97M-V/def2-TZVPD, OMol25).

LUMO   0.0479 Ha
HOMO level   -2.598 eV
Net charge   -1
Electronic energy   -16492.70382 hartree

Last column: Löwdin charge in e.
Cartesian coordinates (Å):
C  3.95931  -1.93782  2.45722  -0.0399
C  4.51808  -0.45522  2.50412  -0.4043
O  5.67139  -0.25314  2.03706  -0.0417
N  3.83504  0.70648  3.08543  -0.0013
C  2.34551  0.53689  3.13851  -0.2230
C  1.65090  0.32458  1.72247  -0.1907
C  0.14655  -0.20637  1.81601  -0.2518
C  -0.06049  -1.52222  2.69219  -0.4733
N  -0.49871  -2.70330  1.88033  -0.6503
Cl  -0.22233  -4.16765  2.80902  0.2385
H  2.82372  -2.00501  2.41725  0.0411
H  4.30868  -2.60011  3.30971  0.0951
H  4.32881  -2.38816  1.47050  0.0631
H  4.12774  0.72896  4.08129  0.0895
H  2.11691  -0.26458  3.90974  0.1094
H  1.92605  1.51749  3.56851  0.1236
H  2.25431  -0.31109  0.98956  0.1127
H  1.59280  1.36591  1.23604  0.0709
H  -0.26185  -0.41020  0.77102  0.0239
H  -0.47484  0.64252  2.26063  0.0984
H  0.84733  -1.85054  3.29839  0.0404
H  -0.92961  -1.30640  3.42833  0.0817
C  -3.00913  0.78994  -0.47054  -1.4946
Cl  -2.66032  -0.71560  0.38471  0.5988
Cl  -4.08108  1.82227  0.49072  0.4788
Cl  -1.50752  1.64558  -0.85761  0.4985
H  -3.51498  0.54600  -1.40217  0.0105
C  0.73044  4.63378  -0.45692  -1.5117
Cl  0.98009  3.03526  -1.16896  0.4409
Cl  0.86311  4.55739  1.30541  0.5293
Cl  1.88914  5.79699  -1.11822  0.5151
H  -0.27293  4.96855  -0.71026  0.0168
C  6.32287  2.41977  5.06868  -1.5665
Cl  7.71639  3.50835  4.98608  0.5131
Cl  6.60340  1.13873  6.25799  0.5075
Cl  4.85269  3.32128  5.46321  0.5264
H  6.18994  1.95765  4.09103  -0.0232
C  -6.78023  4.45447  -0.74950  -1.5264
Cl  -6.53771  2.85161  -1.45729  0.5194
Cl  -6.64275  4.38303  1.01225  0.5204
Cl  -5.61994  5.61059  -1.41714  0.5225
H  -7.78273  4.79164  -1.00117  0.0136
C  3.29081  -5.36365  0.10153  -1.5195
Cl  3.88836  -5.07244  -1.54165  0.4919
Cl  4.63151  -5.34936  1.25956  0.4861
Cl  2.07001  -4.16587  0.54263  0.5284
H  2.82895  -6.34795  0.12748  0.0126
C  -7.69870  1.22827  -4.67278  -1.5370
Cl  -6.15784  1.59944  -5.46014  0.5237
Cl  -9.04563  1.93554  -5.57726  0.5133
Cl  -7.90922  -0.51992  -4.51202  0.5047
H  -7.68871  1.66555  -3.67561  -0.0432
C  3.77813  1.71437  -3.92688  -1.5280
Cl  2.52575  1.10403  -2.84003  0.5052
Cl  3.90302  0.69619  -5.36879  0.5136
Cl  3.44611  3.39323  -4.37793  0.5082
H  4.73028  1.68309  -3.40273  0.0186
C  -11.85270  4.23069  -6.33422  -1.5624
Cl  -13.19805  4.80716  -7.32806  0.5178
Cl  -11.14805  5.56298  -5.40839  0.5153
Cl  -12.38675  2.93635  -5.25381  0.5013
H  -11.08673  3.83078  -6.99466  -0.0009
C  6.93413  -8.53044  2.60438  -1.5407
Cl  6.91179  -6.93670  3.37217  0.5073
Cl  5.40405  -8.84868  1.77694  0.5094
Cl  8.29002  -8.65779  1.47439  0.5097
H  7.06456  -9.28093  3.38004  0.0106
C  10.09436  0.77680  3.54393  -1.5426
Cl  10.46599  2.26324  2.65782  0.5026
Cl  8.43211  0.26518  3.23255  0.5624
Cl  11.23337  -0.50636  3.10851  0.5126
H  10.19725  0.97848  4.60768  0.0114
C  -10.78741  -3.31542  -5.64595  -1.5356
Cl  -10.17330  -3.04321  -7.28237  0.5172
Cl  -9.46614  -3.27729  -4.47148  0.4973
Cl  -12.01902  -2.11321  -5.23614  0.5142
H  -11.24640  -4.30041  -5.61234  0.0129

=====

# C17H23F3N3O2

A cluster of 3 separate species, C17H23F3N3O2 in total at a distorted geometry (ωB97M-V/def2-TZVPD, OMol25).

LUMO   -0.1775 Ha
HOMO level   -11.352 eV
Net charge   +1
Energy above the lowest of the compared OMol25 structures with the same formula, charge and spin   1128.07 kJ/mol
Electronic energy   -1275.20353 hartree

Last column: Löwdin charge in e.
Cartesian coordinates (Å):
F  -3.78503  1.85994  -4.28652  0.0165
C  -2.97250  1.26004  -3.16477  -0.1483
F  -3.35514  2.06217  -1.94409  0.0197
F  -1.51294  1.35715  -3.39798  0.0512
C  -3.52879  -0.28009  -2.96756  0.0488
N  -4.15690  -1.04948  -4.10960  0.0899
C  -4.59862  -2.40569  -3.60130  0.0479
C  -4.16409  -2.48526  -2.02041  0.0585
N  -3.51826  -1.14611  -1.69601  0.0121
C  -2.96613  -0.76173  -0.30369  -0.1780
C  -3.83969  -1.34702  0.93731  0.0210
C  -3.30291  -0.90795  2.46060  0.0153
C  -1.95379  0.05599  2.35399  0.0013
C  -1.19630  0.50044  0.98401  -0.0237
N  -1.73381  0.07300  -0.34013  0.0599
H  -4.21222  -0.59978  -5.05055  0.1692
H  -5.15239  -3.21089  -4.27383  0.1484
H  -4.34858  -3.43817  -1.36045  0.1465
H  -4.79956  -2.04115  0.79357  0.1046
H  -3.83344  -1.21565  3.45652  0.1048
H  -1.47481  0.43141  3.37532  0.1094
H  -0.23663  1.19913  1.07298  0.1263
C  3.25079  -2.14008  0.03836  -0.1720
C  2.90288  -3.07833  1.16504  -0.1755
C  2.20104  -2.15729  2.13907  -0.1980
O  1.56257  -1.13625  1.35999  -0.1813
C  2.05292  -1.21608  0.01447  -0.2097
H  3.41973  -2.64375  -0.91676  0.1197
H  4.15467  -1.57380  0.29266  0.1202
H  2.20557  -3.84498  0.80716  0.1180
H  3.76923  -3.58128  1.60206  0.1207
H  2.91592  -1.66828  2.80928  0.1207
H  1.45463  -2.67856  2.74538  0.1193
H  1.25024  -1.62353  -0.60980  0.1144
H  2.30219  -0.21471  -0.34722  0.0992
C  3.60939  2.30287  0.83017  -0.1765
C  3.46354  3.73288  0.37790  -0.1744
C  1.97020  3.94981  0.48977  -0.2014
O  1.50681  3.11187  1.55759  -0.1571
C  2.55918  2.20520  1.91496  -0.2017
H  4.61285  2.05419  1.18473  0.1214
H  3.35885  1.62532  0.00525  0.0976
H  3.99065  4.39714  1.07288  0.1214
H  3.84723  3.91718  -0.62875  0.1192
H  1.45401  3.64099  -0.42540  0.1151
H  1.71262  4.99167  0.70105  0.1210
H  2.95921  2.52322  2.88392  0.1229
H  2.15557  1.19426  2.01884  0.0954

=====

# C17H23F4NO17S

A cluster of 6 separate species, C17H23F4NO17S in total at a distorted geometry (ωB97M-V/def2-TZVPD, OMol25).

LUMO   -0.0082 Ha
HOMO level   -10.257 eV
Electronic energy   -2793.13200 hartree

Last column: Löwdin charge in e.
Cartesian coordinates (Å):
C  -3.00045  -3.37466  0.68574  -0.0151
C  -3.03694  -4.26789  -0.52572  -0.5663
O  -2.03610  -4.80456  -0.96967  0.0406
N  -4.25015  -4.41731  -1.09946  -0.0028
C  -4.50800  -5.30116  -2.24992  -0.0515
H  -3.31758  -2.35536  0.46815  0.0714
H  -1.97828  -3.32152  1.04859  0.0720
H  -3.65540  -3.77674  1.46088  0.0876
H  -5.08889  -4.07933  -0.66141  0.1275
H  -5.46811  -5.77952  -2.08559  0.0799
H  -3.72793  -6.06016  -2.22673  0.0817
H  -4.47304  -4.72472  -3.16884  0.0810
C  0.35879  -0.66228  0.78257  -0.0221
C  -0.18286  -1.17441  -0.55571  -0.2798
O  0.46493  -0.39626  -1.51018  0.1277
C  1.21698  0.57853  -0.91722  -0.5334
O  1.81948  1.41193  -1.50682  0.1796
O  1.08771  0.50886  0.40973  0.0834
F  -1.54142  -0.97883  -0.63642  0.0429
H  0.98546  -1.41191  1.25387  0.1323
H  -0.47023  -0.32041  1.39466  0.1297
H  0.00849  -2.22632  -0.75705  0.1739
C  -1.89090  1.14266  -3.63832  -0.0563
C  -0.79085  0.40291  -4.40593  -0.3022
O  0.22931  1.32420  -4.52266  0.1465
C  -0.20378  2.56532  -4.15396  -0.5365
O  0.40980  3.56791  -4.25550  0.1947
O  -1.44972  2.48337  -3.61854  0.0780
F  -1.20955  0.03785  -5.67744  0.0377
H  -1.89821  0.72084  -2.63043  0.1174
H  -2.86602  1.03280  -4.10110  0.1419
H  -0.49452  -0.53738  -3.94929  0.1559
C  6.17421  0.44582  -0.22270  -0.0374
C  4.72026  0.58985  0.13930  -0.3064
O  4.77344  1.37145  1.30099  0.1185
C  6.00984  1.18493  1.89245  -0.5361
O  6.32883  1.64380  2.93083  0.1965
O  6.76807  0.41019  1.08867  0.0781
F  4.12167  -0.62231  0.42035  0.0496
H  6.49872  1.30187  -0.81158  0.1461
H  6.40868  -0.50177  -0.69522  0.1434
H  4.04785  1.09699  -0.55138  0.1493
C  0.63437  4.16907  -0.78416  -0.0707
C  1.83288  4.15458  0.13972  -0.3074
O  1.59023  5.32244  0.90785  0.1162
C  0.71864  6.12176  0.19269  -0.5393
O  0.23878  7.10572  0.63088  0.1935
O  0.52775  5.57495  -1.03552  0.0856
F  3.00086  4.30776  -0.54253  0.0754
H  -0.26229  3.76000  -0.31171  0.1473
H  0.79382  3.62928  -1.71157  0.1066
H  1.90874  3.28654  0.78772  0.1579
C  -2.54651  -0.84105  4.12698  -0.1439
C  -1.52106  0.19671  4.55406  -0.1867
O  -0.55205  -0.56385  5.23853  -0.1666
S  -0.37712  -2.00397  4.54867  0.6015
O  -0.53234  -3.00246  5.53153  -0.1944
O  0.73040  -2.02307  3.66886  -0.2144
O  -1.70217  -1.90809  3.64774  -0.2171
H  -3.23563  -0.53500  3.35009  0.1337
H  -3.06719  -1.21040  5.01462  0.1363
H  -1.93595  0.98219  5.18667  0.1400
H  -1.13776  0.74965  3.68694  0.1277

=====

# C17H23F5MoNO3P2

A structure of composition C17H23F5MoNO3P2 at a distorted geometry (ωB97M-V/def2-TZVPD, OMol25).

LUMO (spin up / spin down)   -0.4704 / -0.4782 Ha
HOMO level (spin up / spin down)   -18.133 / -17.583 eV
Net charge   +3
Multiplicity   3
Electronic energy   -2191.12294 hartree
<S²>   2.15

Last column: Löwdin charge in e.
Cartesian coordinates (Å):
Mo  0.16448  0.23726  0.49065  1.4105
P  -2.21088  -0.30435  -0.17678  0.8536
C  -2.16050  0.31927  -1.94415  -0.2367
C  -0.86266  0.92337  -2.34498  -0.2809
N  0.22032  0.80528  -1.54814  -0.0679
C  1.45595  1.07471  -2.02774  -0.3045
C  1.59556  1.81276  -3.18827  0.0453
C  0.49023  2.05747  -3.98102  0.0601
C  -0.74161  1.56797  -3.57121  0.0523
C  2.62395  0.68230  -1.17679  -0.2477
P  2.30907  -0.91054  -0.21917  0.8590
H  -1.62236  1.67874  -4.18587  0.1490
H  2.57661  2.19026  -3.42225  0.1476
H  0.57672  2.68651  -4.86368  0.1547
H  3.53682  0.52891  -1.76663  0.1247
H  2.85725  1.47100  -0.44283  0.1154
H  -2.44118  -0.60265  -2.43681  0.0867
H  -2.98304  1.03999  -2.13376  0.1331
H  -1.43366  -3.11307  -3.28470  -0.0070
O  -1.63294  -2.91545  -4.20840  -0.0553
H  -2.61642  -2.94582  -4.21099  0.0668
H  -0.23959  -3.16320  -0.98154  -0.0128
O  -0.27947  -4.14112  -0.89371  -0.0626
H  0.38968  -4.31146  -1.61365  0.0750
C  2.97217  -2.20334  -1.32190  -0.1996
H  4.01090  -2.02464  -1.64014  0.0938
H  2.93713  -3.16888  -0.79815  0.0747
H  2.34465  -2.29135  -2.21830  0.0629
C  3.53187  -0.80102  1.14221  -0.2146
H  3.38556  -1.68192  1.77041  0.0683
H  4.57210  -0.76232  0.81246  0.0864
H  3.31982  0.07732  1.75350  0.0507
C  -2.93582  1.23890  0.49790  -0.2241
H  -3.83860  1.49306  -0.07225  0.0868
H  -3.17125  1.06732  1.55320  0.0676
H  -2.22118  2.06558  0.40680  0.0553
C  -3.54884  -1.54029  -0.10127  -0.1885
H  -3.80185  -1.74198  0.94254  0.0762
H  -4.47225  -1.24305  -0.60290  0.0917
H  -3.23579  -2.48892  -0.54027  0.0616
F  0.00181  1.34884  7.08805  0.1890
C  0.03567  1.38526  5.74040  -0.0425
C  -0.36788  2.56606  5.08904  -0.0746
F  -0.79513  3.64567  5.78404  0.1726
C  -0.35557  2.61106  3.72776  -0.1092
F  -0.70760  3.69239  3.01010  0.1628
C  0.11116  1.49700  2.98874  -0.2799
O  0.29306  1.85661  1.75002  -0.1424
C  0.41916  0.26646  3.64919  -0.0977
F  0.73754  -0.90216  2.98101  0.0427
C  0.41787  0.23896  5.02878  -0.0933
F  0.78894  -0.86873  5.71147  0.1651